Record 1
DFT (ωB97M-V with the def2-TZVPD basis set) results for a cluster of 3 separate species, CH2N2O3 in total at a distorted geometry.

Orbital gap in Ha: 0.4107
Max |F| in hartree/bohr: 0.0640
Energy above the lowest of the compared OMol25 structures with the same formula, charge and spin in kJ/mol: 348.46
LUMO level in eV: -0.40
DFT total energy in hartree: -374.346406
HOMO in Eh: -0.4253

CARTESIAN COORDINATES (ANGSTROEM)
C  2.32945  -1.47479  -0.20672
N  2.77221  -0.37479  -0.40250
N  3.56786  0.67596  0.01811
O  3.74728  1.49973  -0.82936
O  4.04125  0.56868  1.07723
O  1.85416  -2.49792  -0.12415
H  -1.81839  -3.13368  0.13344
H  -1.31822  -3.18222  0.83152


Record 2
DFT (ωB97M-V with the def2-TZVPD basis set) results for a cluster of 2 separate species, CH2N2O3 in total at a distorted geometry.

Orbital gap in Ha: 0.3869
Max |F| in hartree/bohr: 0.1255
Energy above the lowest of the compared OMol25 structures with the same formula, charge and spin in kJ/mol: 108.36
SMILES string: N=C=O.O=NO
LUMO level in eV: -0.27
DFT total energy in hartree: -374.437857
HOMO in Eh: -0.3969

CARTESIAN COORDINATES (ANGSTROEM)
C  0.69106  1.58424  0.97840
N  0.41369  1.55677  -0.21363
N  -1.95609  -1.02371  0.59441
O  -0.58815  -1.49505  0.60461
O  1.09084  1.60421  2.08994
O  -2.07500  0.12680  0.64704
H  -0.72854  -2.34563  0.31879
H  -0.30418  1.32109  -0.75953


Record 3
DFT (ωB97M-V with the def2-TZVPD basis set) results for a cluster of 2 separate species, CH2N2O3 in total at a distorted geometry.

Orbital gap in Ha: 0.4068
Max |F| in hartree/bohr: 0.0933
Energy above the lowest of the compared OMol25 structures with the same formula, charge and spin in kJ/mol: 100.41
SMILES string: N=C=O.O=NO
LUMO level in eV: 0.58
DFT total energy in hartree: -374.440883
HOMO in Eh: -0.3855

CARTESIAN COORDINATES (ANGSTROEM)
C  0.70834  -0.12748  0.71906
N  0.50472  -0.94899  1.53962
N  -1.58534  1.31455  -2.19574
O  0.97655  0.49868  -0.18010
O  -1.72124  0.83488  -1.11269
O  -0.31900  1.34836  -2.55208
H  0.47893  -1.04813  2.59701
H  0.17955  0.84514  -1.94844


Record 4
DFT (ωB97M-V with the def2-TZVPD basis set) results for a cluster of 2 separate species, CH2N2O3 in total at a distorted geometry.

Orbital gap in Ha: 0.3892
Max |F| in hartree/bohr: 0.0652
Energy above the lowest of the compared OMol25 structures with the same formula, charge and spin in kJ/mol: 586.48
SMILES string: [O-][N+]1=NO1.C=O
LUMO level in eV: 0.55
DFT total energy in hartree: -374.255750
HOMO in Eh: -0.3689

CARTESIAN COORDINATES (ANGSTROEM)
C  1.90933  0.00041  -0.26097
N  -1.59647  -0.98422  0.28223
N  -1.93591  0.14092  0.52419
O  -2.19477  1.04636  1.16872
O  -1.88678  -0.25880  -0.92171
O  0.88423  0.64450  -0.10885
H  2.67189  -0.15817  0.50991
H  2.14849  -0.43100  -1.19352


Record 5
DFT (ωB97M-V with the def2-TZVPD basis set) results for a cluster of 2 separate species, CH2N2O3 in total at a distorted geometry.

Orbital gap (alpha / beta) in Ha: 0.3599 / 0.3595
Max |F| in hartree/bohr: 0.0512
Energy above the lowest of the compared OMol25 structures with the same formula, charge and spin in kJ/mol: 435.54
LUMO level (alpha / beta) in eV: -1.30 / -1.31
DFT total energy in hartree: -374.313239
HOMO (alpha / beta) in Eh: -0.4078 / -0.4076

CARTESIAN COORDINATES (ANGSTROEM)
C  -1.46425  0.11444  0.55745
N  -1.28801  -0.85566  1.22014
N  2.32410  -1.19155  0.34023
O  -1.68083  0.91603  -0.23589
O  1.61796  0.78655  0.98384
O  2.51212  -0.07061  0.78187
H  -0.85430  -1.02515  2.07276
H  1.31856  -1.51679  0.17904


Record 6
DFT (ωB97M-V with the def2-TZVPD basis set) results for the molecule CH2N2O3 at a distorted geometry.

Orbital gap (alpha / beta) in Ha: 0.3136 / 0.3242
Max |F| in hartree/bohr: 0.0516
Energy above the lowest of the compared OMol25 structures with the same formula, charge and spin in kJ/mol: 328.65
LUMO level (alpha / beta) in eV: -1.97 / -1.87
DFT total energy in hartree: -374.353954
HOMO (alpha / beta) in Eh: -0.3862 / -0.3928

CARTESIAN COORDINATES (ANGSTROEM)
N  -0.61026  -0.53245  0.32372
N  0.52638  -0.21213  1.13864
C  -0.35542  -0.30137  -1.04995
O  -0.03047  0.86219  1.61068
O  0.18440  0.86296  -1.40485
O  -0.70174  -1.15164  -1.82201
H  0.32119  1.43565  -0.63025
H  0.66592  -0.96321  1.83401


Record 7
DFT (ωB97M-V with the def2-TZVPD basis set) results for the molecule CH2N2O3 at a distorted geometry.

Orbital gap in Ha: 0.3453
Max |F| in hartree/bohr: 0.1451
Energy above the lowest of the compared OMol25 structures with the same formula, charge and spin in kJ/mol: 470.25
SMILES string: C=[N+]([O-])[N+](=O)[O-]
LUMO level in eV: -0.76
DFT total energy in hartree: -374.300019
HOMO in Eh: -0.3731

CARTESIAN COORDINATES (ANGSTROEM)
C  1.27647  0.14073  -0.15047
N  0.08566  0.53707  0.13746
N  -1.17090  -0.52719  0.08092
O  -0.41248  1.61548  0.30480
O  -0.76967  -1.77271  0.30709
O  -2.20031  -0.07701  -0.18190
H  1.86198  1.04917  -0.21257
H  1.32925  -0.96556  -0.28533


Record 8
DFT (ωB97M-V with the def2-TZVPD basis set) results for the ion CH2N2O3P2 with charge -2 at a distorted geometry.

Orbital gap (alpha / beta) in Ha: 0.2264 / 0.2263
Max |F| in hartree/bohr: 0.0614
Energy above the lowest of the compared OMol25 structures with the same formula, charge and spin in kJ/mol: 235.68
Total charge: -2
LUMO level (alpha / beta) in eV: 7.33 / 7.33
DFT total energy in hartree: -1057.260000
HOMO (alpha / beta) in Eh: 0.0430 / 0.0430

CARTESIAN COORDINATES (ANGSTROEM)
C  1.19581  1.32885  -0.75260
N  2.20554  1.57371  -1.31819
N  -1.08802  0.74855  1.58474
O  -0.50880  -0.94467  -1.67136
O  1.70061  -1.87602  -0.81053
O  -1.78117  -1.72906  1.05356
P  -0.69364  -0.71869  1.27367
P  0.67938  -0.82072  -0.76050
H  -2.10986  0.72700  1.63107
H  0.40015  1.71103  -0.22986


Record 9
DFT (ωB97M-V with the def2-TZVPD basis set) results for a structure of composition CH2N2O3S at a distorted geometry.

Orbital gap in Ha: 0.3031
Max |F| in hartree/bohr: 0.0472
Energy above the lowest of the compared OMol25 structures with the same formula, charge and spin in kJ/mol: 416.06
LUMO level in eV: -1.62
DFT total energy in hartree: -772.548357
HOMO in Eh: -0.3628

CARTESIAN COORDINATES (ANGSTROEM)
C  -2.01486  0.54338  -0.32983
N  -1.20557  -0.52321  -0.07571
N  2.44913  -0.67742  -0.00283
O  -1.72736  1.68203  0.04815
O  3.48409  -0.24036  -0.20811
O  1.23878  0.30570  -0.30969
S  0.05254  -0.03050  0.69398
H  -2.98757  0.21446  -0.77861
H  0.71082  -1.27408  0.96266


Record 10
DFT (ωB97M-V with the def2-TZVPD basis set) results for a structure of composition CH2N2O3S at a distorted geometry.

Orbital gap in Ha: 0.3921
Max |F| in hartree/bohr: 0.0573
Energy above the lowest of the compared OMol25 structures with the same formula, charge and spin in kJ/mol: 211.31
LUMO level in eV: 0.47
DFT total energy in hartree: -772.626340
HOMO in Eh: -0.3749

CARTESIAN COORDINATES (ANGSTROEM)
C  -0.36675  0.44664  -1.04893
N  0.82946  0.03979  -0.86999
N  -1.27123  0.32516  -0.01248
O  1.84559  0.34016  1.36907
O  1.22455  -1.88706  0.55700
O  -0.65439  -0.25821  1.09791
S  1.00466  -0.50768  0.58486
H  -0.58672  0.66268  -2.08009
H  -2.02519  0.83853  0.40266


Record 11
DFT (ωB97M-V with the def2-TZVPD basis set) results for a cluster of 2 separate species, CH2N2O3S2 in total at a distorted geometry.

Orbital gap (alpha / beta) in Ha: 0.1928 / 0.2227
Max |F| in hartree/bohr: 0.0612
Energy above the lowest of the compared OMol25 structures with the same formula, charge and spin in kJ/mol: 404.37
Total charge: -2
LUMO level (alpha / beta) in eV: 5.22 / 5.85
DFT total energy in hartree: -1170.742387
HOMO (alpha / beta) in Eh: -0.0011 / -0.0076

CARTESIAN COORDINATES (ANGSTROEM)
C  1.09348  1.23715  0.46547
N  0.09725  0.65512  1.11702
N  -0.98952  -0.22432  -1.14725
O  1.50215  1.01062  -0.67831
O  0.35920  -3.00784  0.11454
O  -2.01259  -0.67528  1.17503
S  1.76492  2.53847  1.43262
S  -0.69093  -0.63627  0.54258
H  -0.10213  0.22122  -1.39705
H  -1.02182  -1.11886  -1.62464


Record 12
DFT (ωB97M-V with the def2-TZVPD basis set) results for a cluster of 2 separate species, CH2N2O4P in total at a distorted geometry.

Orbital gap (alpha / beta) in Ha: 0.2288 / 0.2290
Max |F| in hartree/bohr: 0.0614
Energy above the lowest of the compared OMol25 structures with the same formula, charge and spin in kJ/mol: 119.02
Total charge: -1
LUMO level (alpha / beta) in eV: 2.27 / 2.27
DFT total energy in hartree: -791.088625
HOMO (alpha / beta) in Eh: -0.1454 / -0.1456

CARTESIAN COORDINATES (ANGSTROEM)
C  -1.72490  0.95413  -0.18921
N  -0.53231  -1.26302  0.43374
N  2.35506  0.51853  -0.06102
O  -2.11657  0.08875  -0.96231
O  -2.13697  2.11751  0.03320
O  3.28692  1.15812  0.40791
O  2.45557  -0.34533  -0.92601
P  -0.41985  0.23001  1.13966
H  -0.15338  -2.12792  0.70872
H  -1.01357  -1.33075  -0.58469


Record 13
DFT (ωB97M-V with the def2-TZVPD basis set) results for a cluster of 2 separate species, CH2N2OS in total at a distorted geometry.

Orbital gap (alpha / beta) in Ha: 0.3874 / 0.2734
Max |F| in hartree/bohr: 0.0549
Energy above the lowest of the compared OMol25 structures with the same formula, charge and spin in kJ/mol: 499.23
LUMO level (alpha / beta) in eV: -0.37 / -3.38
DFT total energy in hartree: -621.987500
HOMO (alpha / beta) in Eh: -0.4008 / -0.3976

CARTESIAN COORDINATES (ANGSTROEM)
C  0.79653  0.63444  -0.39582
N  1.76493  1.23626  -0.37496
N  -0.94884  0.15829  1.46035
O  -0.47250  -1.72842  -0.05329
S  -0.82842  -0.36085  0.04886
H  -1.58747  0.88566  1.85354
H  1.27576  -0.82539  -2.53868


Record 14
DFT (ωB97M-V with the def2-TZVPD basis set) results for a cluster of 2 separate species, CH2N2OS in total at a distorted geometry.

Orbital gap (alpha / beta) in Ha: 0.3153 / 0.3152
Max |F| in hartree/bohr: 0.0854
Energy above the lowest of the compared OMol25 structures with the same formula, charge and spin in kJ/mol: 191.33
SMILES string: [O-][NH+]=S.C#N
LUMO level (alpha / beta) in eV: -1.08 / -1.08
DFT total energy in hartree: -622.104771
HOMO (alpha / beta) in Eh: -0.3550 / -0.3550

CARTESIAN COORDINATES (ANGSTROEM)
C  1.50468  -0.66286  0.38588
N  0.85576  -1.17231  -0.39747
N  -1.15536  0.58627  -0.29316
O  -0.68574  1.52802  0.43988
S  -2.17559  -0.53855  0.11612
H  2.24273  -0.34998  0.95121
H  -0.58648  0.60941  -1.20246


Record 15
DFT (ωB97M-V with the def2-TZVPD basis set) results for the molecule CH2N2OS at a distorted geometry.

Orbital gap in Ha: 0.3883
Max |F| in hartree/bohr: 0.0937
Energy above the lowest of the compared OMol25 structures with the same formula, charge and spin in kJ/mol: 28.50
LUMO level in eV: -0.14
DFT total energy in hartree: -622.166788
HOMO in Eh: -0.3933

CARTESIAN COORDINATES (ANGSTROEM)
C  1.20754  0.08239  -0.79439
N  2.08518  -0.32285  -1.42323
N  -0.53143  -0.40700  0.97277
O  -1.06730  1.28120  -1.06609
S  -0.04697  0.98591  0.07551
H  -1.19479  -0.36563  1.72435
H  -0.45222  -1.25402  0.51109


Record 16
DFT (ωB97M-V with the def2-TZVPD basis set) results for the molecule CH2N2OS2 at a distorted geometry.

Orbital gap (alpha / beta) in Ha: 0.2866 / 0.2546
Max |F| in hartree/bohr: 0.0349
Energy above the lowest of the compared OMol25 structures with the same formula, charge and spin in kJ/mol: 287.39
LUMO level (alpha / beta) in eV: -1.12 / -1.41
DFT total energy in hartree: -1020.282841
HOMO (alpha / beta) in Eh: -0.3280 / -0.3064

CARTESIAN COORDINATES (ANGSTROEM)
C  0.83084  1.41629  0.56350
N  -0.22223  1.38765  -0.13744
N  -0.69622  0.68380  -1.04763
O  -1.24090  -3.35115  0.05650
S  -0.85896  -0.88224  -1.35385
S  -0.38189  -2.16944  0.18147
H  1.63970  0.69810  0.46161
H  0.92966  2.21698  1.27584


Record 17
DFT (ωB97M-V with the def2-TZVPD basis set) results for the molecule CH2N2OS2 at a distorted geometry.

Orbital gap in Ha: 0.3234
Max |F| in hartree/bohr: 0.1147
Energy above the lowest of the compared OMol25 structures with the same formula, charge and spin in kJ/mol: 228.61
SMILES string: N#C[S@](N)(=O)=S
LUMO level in eV: -0.59
DFT total energy in hartree: -1020.305227
HOMO in Eh: -0.3452

CARTESIAN COORDINATES (ANGSTROEM)
C  -2.37260  -1.45075  -0.25988
N  -2.97142  -2.13497  -0.95366
N  -0.12081  -0.00545  -0.03858
O  -1.80761  -0.36848  2.03970
S  -2.74894  1.45466  -0.47216
S  -1.62785  -0.10515  0.66301
H  -0.05310  0.93596  -0.51981
H  0.78109  -0.26685  0.53506


Record 18
DFT (ωB97M-V with the def2-TZVPD basis set) results for a structure of composition CH2N2OS2 at a distorted geometry.

Orbital gap (alpha / beta) in Ha: 0.2995 / 0.2994
Max |F| in hartree/bohr: 0.0639
Energy above the lowest of the compared OMol25 structures with the same formula, charge and spin in kJ/mol: 155.49
LUMO level (alpha / beta) in eV: -0.43 / -0.43
DFT total energy in hartree: -1020.333078
HOMO (alpha / beta) in Eh: -0.3153 / -0.3153

CARTESIAN COORDINATES (ANGSTROEM)
C  -0.68791  0.88773  -0.03301
N  -1.03539  -0.17496  -0.90114
N  -0.51977  -1.19486  -1.02318
O  1.39261  -1.92507  1.08208
S  1.25459  0.99019  0.20297
S  1.51231  -1.12946  -0.09290
H  -0.97411  1.90690  -0.20971
H  -0.94232  0.63953  0.97488


Record 19
DFT (ωB97M-V with the def2-TZVPD basis set) results for a structure of composition CH2N2OS2 at a distorted geometry.

Orbital gap (alpha / beta) in Ha: 0.2269 / 0.2270
Max |F| in hartree/bohr: 0.0502
Energy above the lowest of the compared OMol25 structures with the same formula, charge and spin in kJ/mol: 151.21
LUMO level (alpha / beta) in eV: -2.87 / -2.87
DFT total energy in hartree: -1020.334707
HOMO (alpha / beta) in Eh: -0.3323 / -0.3324

CARTESIAN COORDINATES (ANGSTROEM)
C  -2.68581  0.91493  -0.11723
N  -3.26504  1.59135  0.59819
N  1.74378  0.04642  -0.19454
O  1.10813  -2.11191  0.73586
S  -1.61741  -0.17045  -0.81336
S  0.86758  -1.32347  -0.42907
H  2.44019  0.08278  0.51495
H  1.40859  0.97035  -0.29479


Record 20
DFT (ωB97M-V with the def2-TZVPD basis set) results for the molecule CH2N2P2 at a distorted geometry.

Orbital gap in Ha: 0.3081
Max |F| in hartree/bohr: 0.0514
Energy above the lowest of the compared OMol25 structures with the same formula, charge and spin in kJ/mol: 259.57
SMILES string: [H]/P=N/C=P#N
LUMO level in eV: -0.60
DFT total energy in hartree: -831.426486
HOMO in Eh: -0.3302

CARTESIAN COORDINATES (ANGSTROEM)
C  -0.54644  0.73958  0.64551
N  0.26920  -0.19898  0.60337
N  -2.26622  -1.10110  -0.34447
P  -2.36239  0.34053  0.11714
P  0.05564  -1.77498  0.25595
H  -0.27251  1.73186  0.97570
H  0.53714  -1.65369  -1.06064